1.
Below is a cluster of 10 separate species, C14H51N3O10 in total, with properties calculated with ωB97M-V with the def2-TZVPD basis set.

XYZ file:
```
78
Properties=species:S:1:pos:R:3:forces:R:3:lowdin_charge:R:1
C 11.456920 -13.131430 11.703100 0.507 1.245 -1.528 -0.0647
C 10.592030 -13.192030 10.419630 0.471 -1.137 1.467 -0.3066
O 9.335730 -13.651630 10.853740 -0.958 -0.281 -0.548 -0.0751
H 11.711640 -14.070090 12.195180 -0.423 -0.095 -0.383 0.0861
H 10.954700 -12.461910 12.401400 0.181 -0.003 0.236 0.0505
H 12.377630 -12.657460 11.362870 0.395 0.146 0.545 0.0650
H 11.037240 -13.916430 9.737620 -0.295 -0.078 -0.115 0.1167
H 10.452720 -12.253880 9.882450 0.503 0.325 0.157 0.0827
H 9.073860 -13.005970 11.514150 -0.302 -0.182 0.101 0.0528
O 10.975530 -9.541560 9.993770 0.912 0.735 0.304 -0.0579
H 10.530770 -9.988750 10.713800 -0.222 -0.331 0.206 0.0010
H 10.407670 -9.682780 9.236260 -0.529 -0.257 -0.616 -0.0136
O 13.711050 -9.352780 9.588070 0.544 0.337 0.169 -0.0546
H 13.987640 -10.216670 9.282410 0.222 -0.261 -0.141 0.0578
H 12.754740 -9.393960 9.590670 -0.843 -0.165 -0.128 -0.0289
O 9.236800 -10.347470 11.988870 0.031 0.221 0.006 -0.0287
H 8.443200 -10.777450 12.307520 -0.434 -0.211 0.019 0.0871
H 9.815390 -10.316470 12.750780 0.296 -0.100 0.406 0.0681
O 9.086340 -10.034280 8.150700 -0.036 0.206 0.106 -0.0172
H 9.064900 -10.840280 7.634820 -0.015 -0.444 -0.105 0.0682
H 8.787270 -9.354670 7.546620 -0.147 0.224 -0.260 0.0585
O 13.306490 -9.640000 12.398740 -0.643 0.237 0.772 -0.0623
H 14.133610 -10.116780 12.467970 0.222 -0.080 0.051 0.0446
H 13.208420 -9.464220 11.462940 0.367 -0.039 -0.606 -0.0327
O 7.837420 -7.956440 10.950890 0.090 0.619 0.031 -0.0308
H 7.879870 -8.235360 10.036210 -0.162 -0.210 -0.242 0.0259
H 8.303310 -8.640220 11.432160 0.158 -0.460 0.138 -0.0144
C 11.837740 -4.946810 14.090380 -0.586 -0.537 -1.339 -0.0193
C 10.956040 -6.183650 13.696940 0.996 1.009 2.363 -0.3669
C 11.176890 -6.758050 12.277000 -0.768 1.399 0.581 -0.0971
O 10.693850 -5.776560 11.381700 0.457 -0.898 -0.661 0.0526
C 10.648860 -6.235730 10.050970 0.046 0.080 -1.334 -0.0320
N 11.253130 -7.177460 14.712480 -0.241 -0.657 -1.667 0.1093
H 11.490130 -4.146440 13.437190 0.756 0.333 0.049 0.0821
H 12.877660 -5.248500 13.965270 0.158 0.303 -0.681 0.0853
H 11.849340 -4.595520 15.122160 -0.975 -0.406 0.060 0.0925
H 9.894090 -5.955470 13.788010 -0.123 0.165 -0.233 0.1560
H 10.632050 -7.682140 12.083840 -0.249 -0.339 -0.190 0.1301
H 12.213030 -7.026740 12.071240 0.556 0.329 0.079 0.1695
H 11.625750 -6.635380 9.778810 0.297 0.027 0.116 0.1173
H 10.346890 -5.501440 9.304150 0.115 0.616 0.699 0.1166
H 9.977450 -7.068790 9.842860 -0.369 -0.363 0.888 0.0833
H 12.256190 -7.234370 14.816170 0.334 -0.049 0.432 0.0970
H 10.994720 -8.040590 14.256050 -0.233 -0.955 0.804 0.0716
C 11.506200 -14.486820 4.279090 -0.314 -0.654 1.468 -0.0843
C 11.603860 -13.012320 3.895180 1.498 -2.925 -0.276 -0.4378
C 12.934230 -12.395600 4.415160 -2.924 0.747 0.101 -0.1470
O 12.941830 -12.435760 5.867540 -0.147 0.922 -0.948 -0.1771
C 11.813990 -11.750370 6.439330 0.270 -0.808 0.316 -0.1179
N 11.555670 -13.117740 2.441760 -0.540 1.220 -0.802 0.0208
H 12.321220 -15.112240 3.914820 0.435 0.411 -0.074 0.0866
H 10.634240 -14.936540 3.804190 -0.325 0.067 0.256 0.0758
H 11.447920 -14.672940 5.351500 -0.092 -0.038 0.176 0.0700
H 10.684740 -12.524850 4.220260 0.344 0.478 0.103 0.1285
H 12.784120 -11.373250 4.068220 0.924 0.499 0.147 0.1143
H 13.800020 -12.851040 3.934440 0.024 -0.125 0.605 0.1341
H 12.131700 -11.264890 7.362080 0.148 -0.122 0.090 0.0727
H 11.049470 -12.493140 6.667160 -0.118 -0.195 0.300 0.0793
H 11.273400 -10.996700 5.866760 0.652 0.178 -0.719 0.0704
H 12.246180 -13.767110 2.093030 0.652 0.112 0.163 0.0707
H 10.728380 -13.689770 2.349750 -0.477 0.317 -0.841 0.0583
C 11.461880 -6.623430 4.853840 0.699 -1.200 -0.028 -0.0460
C 11.515980 -7.679210 6.017230 2.886 2.106 -1.127 -0.3915
C 13.035310 -7.896680 6.492260 -1.664 -0.854 -1.542 -0.1583
O 13.700290 -8.357310 5.308160 -0.322 0.294 0.403 -0.2121
C 15.021100 -8.841240 5.491370 -0.524 -0.065 0.616 -0.0871
N 10.759460 -6.992770 7.024850 -1.056 -1.005 1.411 0.0286
H 11.785180 -5.635950 5.183170 0.190 -0.200 0.386 0.0807
H 10.443920 -6.473480 4.494160 -0.027 -0.336 -0.197 0.0731
H 12.145800 -6.950740 4.070750 -0.358 0.118 -0.290 0.0735
H 11.114550 -8.653340 5.737880 0.015 -0.053 -0.201 0.1163
H 13.044850 -8.673120 7.257200 0.063 -0.235 0.144 0.0847
H 13.466740 -7.007160 6.951300 0.110 0.357 -0.337 0.1269
H 15.025770 -9.789450 6.028930 -0.166 -0.234 0.209 0.0777
H 15.555970 -8.123270 6.113090 0.553 0.067 -0.346 0.0889
H 15.459380 -9.054030 4.516320 0.029 0.506 0.073 0.0952
H 9.823760 -7.148250 6.677860 -0.751 0.869 -0.041 0.0780
H 10.727570 -7.612850 7.821460 0.249 -0.237 0.793 0.0288
```
Positions in Å, forces in eV/Å.

Computed properties:
HOMO-LUMO gap (alpha / beta)	8.2026 / 2.3560	eV
<S²>	0.7550
total charge	+1
highest occupied orbital energy (alpha / beta)	-10.985 / -10.985	eV
spin multiplicity	2

2.
Below is the molecule H2NO2P, with properties calculated with ωB97M-V with the def2-TZVPD basis set.

XYZ file:
```
6
Properties=species:S:1:pos:R:3:forces:R:3:lowdin_charge:R:1
O 2.122566 0.384806 -0.094605 -2.835 0.737 0.568 -0.0465
N 0.984736 0.790773 0.121735 2.953 -0.728 -0.334 -0.2220
P -0.438121 -0.279745 0.033561 -1.131 -0.472 -1.540 0.6594
O -0.613141 -1.751015 0.089754 0.693 0.844 -0.550 -0.4310
H -0.851637 0.569484 -1.163654 0.419 -1.237 1.164 0.0478
H -1.204405 0.285699 1.013211 -0.099 0.857 0.692 -0.0077
```
Positions in Å, forces in eV/Å.

Computed properties:
SMILES	O=N[PH2]=O
HOMO-LUMO gap (alpha / beta)	8.3778 / 8.3784	eV
total charge	0
highest occupied orbital energy (alpha / beta)	-9.922 / -9.923	eV

3.
Below is a cluster of 21 separate species, C2H45O21 in total, with properties calculated with ωB97M-V with the def2-TZVPD basis set.

XYZ file:
```
68
Properties=species:S:1:pos:R:3:forces:R:3:lowdin_charge:R:1
C 8.412913 -4.945725 -29.714103 -0.986 0.424 0.274 -0.0649
C 9.800558 -4.443343 -29.901732 -1.224 0.730 0.859 -0.3695
O 9.806809 -3.240852 -29.230365 0.903 1.670 -0.186 -0.3351
H 8.344859 -5.788266 -30.324053 -0.646 -2.011 -0.731 0.0461
H 7.682856 -4.221209 -30.060002 0.237 0.252 -0.627 0.0617
H 8.045887 -5.091467 -28.687015 0.870 -0.422 -0.459 0.0654
H 9.994380 -4.355024 -30.983419 0.120 -0.209 0.321 0.0801
H 10.502566 -5.100801 -29.424191 0.820 -0.898 -0.345 0.0939
O 5.727119 -6.541857 -30.316529 -1.810 -0.741 -0.261 -0.0317
H 5.444006 -6.017930 -29.567893 -0.425 0.529 0.437 0.0083
H 6.639777 -6.382278 -30.318990 1.994 0.139 -0.151 -0.0573
O 8.467151 -7.139981 -27.333325 -1.570 -1.001 0.084 -0.0199
H 8.844757 -6.307455 -27.094708 0.810 0.852 0.301 -0.0122
H 7.501860 -7.012103 -27.281841 0.478 -0.083 0.068 0.0909
O 10.947702 -7.293255 -31.908635 1.655 -1.431 1.119 0.0012
H 11.610757 -6.657534 -32.134781 0.913 0.756 -0.243 0.0363
H 10.184385 -6.941665 -32.283692 -2.269 0.774 -1.043 -0.0454
O 7.363586 -4.071672 -26.439222 -0.791 -1.207 0.437 -0.0464
H 8.083735 -4.678207 -26.640760 0.055 0.236 0.252 -0.0135
H 7.753026 -3.222548 -26.611357 0.334 1.303 -0.240 0.0005
O 8.602442 -1.888832 -31.073221 -1.247 -0.383 -1.121 -0.0592
H 8.924069 -1.009133 -31.231586 0.723 0.413 0.195 0.0802
H 9.025919 -2.343957 -30.296349 1.201 -0.260 0.951 0.0143
O 11.650289 -6.721713 -26.917490 0.335 0.392 0.469 -0.0854
H 11.059557 -5.955984 -26.804193 0.077 -0.591 0.139 -0.0180
H 11.324089 -7.207042 -27.690341 0.176 -0.245 -0.321 -0.0101
O 10.985584 -0.689743 -27.924535 0.142 0.207 -0.986 -0.0884
H 11.084107 -0.865258 -28.881382 0.558 0.327 0.592 -0.0055
H 10.103580 -1.066480 -27.781389 0.012 0.263 0.715 -0.0418
O 9.401544 -3.419551 -33.177894 0.336 0.065 0.379 -0.0528
H 8.566006 -3.546086 -33.596392 -0.781 -0.133 -0.959 0.0412
H 9.129504 -2.934545 -32.374218 0.214 0.487 0.331 0.0173
O 6.802076 -1.166700 -29.231940 -0.351 -0.592 -0.398 -0.0446
H 7.338670 -1.558353 -29.959870 -0.268 0.075 0.166 0.0068
H 6.891163 -0.237398 -29.383246 -0.125 1.039 -0.130 0.0467
O 8.790332 -8.791210 -29.349841 0.061 0.103 0.467 -0.0674
H 8.559954 -8.104216 -28.674515 0.165 -0.473 -0.539 0.0061
H 8.364359 -8.565340 -30.181609 -0.444 0.059 -0.008 -0.0044
O 7.548963 -8.531629 -31.952019 0.701 0.433 0.000 -0.0474
H 8.190274 -7.809052 -32.092548 -0.454 -0.071 -0.174 0.0077
H 8.109707 -9.298004 -32.099946 -0.087 -0.386 -0.092 0.0577
O 11.991710 -4.076717 -32.316849 0.482 -0.762 0.253 -0.0452
H 11.221646 -3.843316 -32.809700 -0.643 0.244 -1.551 -0.0229
H 11.603078 -3.852136 -31.471718 0.840 0.303 0.919 -0.0196
O 8.619455 -1.773977 -27.447017 0.411 0.023 2.067 -0.0578
H 8.020403 -1.296843 -28.001168 -1.178 0.387 -0.544 -0.0003
H 9.026439 -2.404758 -28.044593 0.409 -1.134 -0.898 -0.0134
O 8.757391 -6.090243 -33.079452 -0.378 -1.716 -0.390 -0.0289
H 7.822132 -5.904004 -33.107473 -0.394 0.116 0.088 0.0641
H 9.214502 -5.297042 -32.855441 0.469 1.542 0.227 -0.0063
O 5.665641 -3.540170 -31.185707 -0.235 1.757 -1.194 -0.0677
H 5.395305 -2.583463 -31.140458 0.321 -1.270 0.266 0.0800
H 5.984907 -3.601327 -32.108728 -0.202 -0.228 0.778 0.0594
O 5.614787 -4.196839 -28.489907 -1.353 -0.386 -0.670 -0.0458
H 5.926693 -3.922157 -29.347212 -0.297 0.216 -0.693 -0.0373
H 6.408943 -4.216641 -27.985720 0.883 0.128 1.584 -0.0414
O 11.832462 -1.950838 -30.387356 -0.102 1.142 -1.459 -0.0510
H 11.232511 -2.400115 -29.794188 -0.702 -1.064 1.032 -0.0263
H 12.724945 -2.082733 -30.104598 0.679 -0.284 0.480 0.0502
O 11.371674 -8.022705 -29.263117 -0.220 -0.968 1.972 -0.0477
H 11.360053 -7.573739 -30.069152 0.510 1.318 -2.378 -0.0403
H 10.440797 -8.315619 -29.296737 -0.193 -0.681 0.359 0.0019
O 9.869516 -4.796089 -26.926072 0.225 0.641 2.029 -0.0645
H 10.073252 -4.475551 -27.807367 0.163 1.219 -0.511 0.0309
H 10.047707 -4.069574 -26.268183 -0.156 -0.885 -1.252 0.1495
O 13.075443 -4.883577 -28.511754 -0.431 0.000 0.557 -0.0595
H 12.977033 -5.363117 -29.321850 0.265 -0.177 -1.160 0.0058
H 12.572346 -5.507421 -27.944711 0.413 0.126 0.546 -0.0076
```
Positions in Å, forces in eV/Å.

Computed properties:
HOMO-LUMO gap	8.4658	eV
total charge	-1
highest occupied orbital energy	-6.862	eV

4.
Below is a cluster of 2 separate species, C2H8NS in total, with properties calculated with ωB97M-V with the def2-TZVPD basis set.

XYZ file:
```
12
Properties=species:S:1:pos:R:3:forces:R:3:lowdin_charge:R:1
S -3.378507 -1.301320 -0.005337 -0.100 -0.041 -0.790 -0.3853
H -3.666788 -1.419923 -1.350092 0.200 0.093 0.832 -0.4641
C 1.254242 1.141272 0.769557 -0.996 -2.515 1.337 -0.1083
C 0.992092 -0.204009 0.083755 0.746 -0.107 -3.915 -0.3690
N -0.054974 -0.010184 -0.933790 -0.329 0.369 -1.053 -0.0760
H 1.594643 2.085396 0.420212 1.021 0.074 -1.387 0.0501
H 1.807756 0.755653 1.612213 0.320 0.950 0.963 0.0533
H 0.239374 1.373037 1.052975 -0.372 0.265 0.863 0.0611
H 0.501998 -0.931176 0.655967 0.109 -0.737 2.478 0.0674
H 1.874148 -0.812231 -0.398516 -1.136 1.629 0.752 0.1237
H -0.952943 0.204640 -0.445683 0.712 -0.601 -0.644 -0.0026
H -0.211044 -0.881155 -1.461260 -0.176 0.620 0.561 0.0497
```
Positions in Å, forces in eV/Å.

Computed properties:
HOMO-LUMO gap	6.5401	eV
total charge	-1
highest occupied orbital energy	-2.641	eV

5.
Below is a structure of composition C12H28N4O4Tl, with properties calculated with ωB97M-V with the def2-TZVPD basis set.

XYZ file:
```
49
Properties=species:S:1:pos:R:3:forces:R:3:lowdin_charge:R:1
Tl 0.276965 -0.255428 0.604767 1.719 -3.322 2.601 1.2766
C 2.516685 3.188422 0.135737 1.034 2.015 2.226 0.0073
C 2.594185 1.882832 0.843087 4.635 1.173 0.710 -0.3968
O 1.588695 1.189042 0.899557 -0.361 -0.052 1.154 -0.0295
N 3.777115 1.546512 1.425587 -2.003 -0.345 -0.269 0.1000
C 4.073165 0.294182 2.171357 0.015 0.018 0.048 0.0042
H 3.017175 3.347742 -0.819363 1.046 -0.632 0.555 0.1327
H 2.963955 3.956292 0.766957 0.029 0.091 0.311 0.1393
H 1.486045 3.462302 -0.089843 0.563 0.363 2.264 0.0823
H 4.444505 2.296262 1.537597 0.184 -0.033 -0.289 0.1677
H 3.999095 0.414232 3.252197 -0.070 0.388 -0.051 0.1078
H 5.088085 -0.040928 1.957477 -0.045 0.254 -0.176 0.1088
H 3.413875 -0.535578 1.916517 -0.154 0.299 -0.346 0.0750
C -0.466135 -3.368818 3.489517 1.042 1.035 -0.285 0.0841
C -0.459235 -2.678458 2.158317 -3.495 -4.870 -0.519 -0.4486
O 0.166095 -1.642128 2.006787 2.451 2.802 1.188 -0.0178
N -1.135755 -3.214128 1.134557 1.291 0.498 0.374 0.0591
C -1.646425 -4.568998 0.997607 -0.523 -0.866 -0.495 -0.0107
H 0.156385 -2.724818 4.110687 -0.261 -0.173 0.401 0.1102
H 0.093745 -4.296008 3.367217 -0.366 -0.336 0.107 0.1238
H -1.463115 -3.486818 3.913997 0.075 -0.218 -0.174 0.1276
H -0.949545 -2.782338 0.240697 -0.125 0.136 -0.097 0.1224
H -0.910085 -5.362688 1.123957 0.230 0.287 0.793 0.1148
H -1.873315 -4.720508 -0.057703 -0.507 0.334 0.067 0.1060
H -2.544785 -4.717268 1.596847 0.192 -0.116 -0.037 0.1161
C 0.296175 -0.340188 -3.401263 0.268 0.360 0.508 0.0692
C 0.527045 0.748532 -2.346473 -0.183 -1.088 -5.346 -0.4326
O 0.320965 0.484952 -1.178703 2.817 1.082 -2.046 -0.0798
N 0.795485 1.945082 -2.809483 -0.172 0.270 0.251 0.1071
C 0.954395 3.097752 -1.965873 0.005 0.430 -0.974 -0.0408
H 0.978755 -1.170728 -3.221273 0.439 0.193 -0.371 0.1073
H 0.351135 0.089112 -4.401663 0.227 -0.444 0.006 0.1081
H -0.674965 -0.819298 -3.277033 -0.052 0.426 0.089 0.0624
H 0.963885 2.103692 -3.792633 -0.256 -0.484 -0.080 0.1757
H 1.282455 3.938262 -2.577453 0.102 -0.060 -0.099 0.1363
H 1.720245 2.929432 -1.208743 -1.907 -0.814 -3.127 -0.0243
H 0.036265 3.451492 -1.496843 -0.305 -0.374 0.037 0.1258
C -3.059145 1.678552 0.915597 -0.371 0.220 0.321 0.0687
C -2.517575 0.767772 -0.118293 -5.387 2.407 -0.394 -0.5007
O -1.352795 0.531952 -0.049833 -0.404 -0.820 0.625 -0.0590
N -3.295725 0.340032 -1.086143 -0.756 0.912 0.530 0.1029
C -3.027395 -0.624008 -2.109863 0.395 -0.945 -0.520 -0.0085
H -3.966935 2.231632 0.674517 -0.061 -0.319 0.030 0.1168
H -2.289425 2.394942 1.202687 -0.028 -0.069 -0.030 0.1106
H -3.211035 0.994482 1.750507 -0.384 0.306 0.441 0.1190
H -4.200405 0.785552 -1.029813 -0.279 -0.321 -0.421 0.1745
H -3.948375 -1.084678 -2.467173 0.005 0.041 0.305 0.1222
H -2.378725 -1.391818 -1.688203 -0.124 -0.237 0.007 0.0867
H -2.511695 -0.265398 -3.000683 -0.186 0.600 0.194 0.0903
```
Positions in Å, forces in eV/Å.

Computed properties:
HOMO-LUMO gap	8.4410	eV
total charge	+3
highest occupied orbital energy	-19.187	eV

| no. | F_max (eV/Å) |
| --- | --- |
| 1 | 3.7 |
| 2 | 3.1 |
| 3 | 2.8 |
| 4 | 4.0 |
| 5 | 6.0 |